Entry 1:
Computed, not measured: a 2-piece molecular cluster, C3HCl2F4N overall at a distorted geometry, with the ωB97M-V functional and the def2-TZVPD basis.

Each line ends with the natural charge from an NBO analysis.
Atoms and positions in Å:
C1 0.8172 0.3401 -0.0893  0.243
C2 0.2621 1.6551 0.2568  0.568
C3 -1.1958 -1.6969 -0.0163  0.619
N1 1.9338 -0.0051 -0.2118  -0.566
F1 1.0540 2.3171 1.1304  -0.310
F2 -0.9423 1.6827 0.7652  -0.289
F3 -0.3911 -2.7573 -0.2269  -0.329
F4 -1.5451 -1.8096 1.3012  -0.337
Cl1 0.2171 2.5108 -1.2774  -0.010
Cl2 -2.5366 -1.3635 -1.0953  0.005
H1 2.3266 -0.8733 -0.5364  0.407

Total charge: 0
Electronic energy, a.u.: -1489.3707
ΔE to the lowest compared entry with this formula, charge and spin, kJ/mol: 303.94
Highest occupied orbital energy (alpha / beta), hartree: -0.3454 / -0.3170


Entry 2:
Computed, not measured: C3HCl2N2 as an isolated structure at a distorted geometry, with the ωB97M-V functional and the def2-TZVPD basis.

Each line ends with the natural charge from an NBO analysis.
Atoms and positions in Å:
C1 -1.6415 1.1842 -0.8379  0.794
C2 -0.0911 1.7333 0.3567  0.274
C3 0.3160 0.5032 -0.5705  -0.184
N1 -1.3550 2.0204 0.1125  -0.442
N2 -0.9711 0.3428 -1.4410  -0.313
Cl1 0.8633 2.4380 1.5004  0.306
Cl2 1.6256 0.3459 -1.4628  0.295
H1 0.1541 -0.2813 0.0717  0.270

Total charge: +1
Electronic energy, a.u.: -1144.3501
ΔE to the lowest compared entry with this formula, charge and spin, kJ/mol: 240.94
Highest occupied orbital energy (alpha / beta), hartree: -0.6072 / -0.6072